Arrangement w

DFT (the ωB97M-V functional and the def2-TZVPD basis) results for a 2-piece molecular cluster, C5H12N3 overall.

As for the LUMO energy: -4.815 eV. For the HOMO energy, the calculation gives -12.195 eV. The total charge is +1.

Last column: natural (NBO) charge in e.
Element x y z (Å)
1 C 2.0089 -2.6251 -1.4656  -0.167
2 C 1.3051 -2.3314 -0.3612  -0.329
3 C -2.0465 1.6778 -1.1586  0.307
4 C 0.9669 0.4722 2.1009  -0.433
5 C 1.5065 -1.1201 0.3553  0.258
6 N -3.2034 2.3473 -1.3022  -0.805
7 N 0.8062 -0.7555 1.3764  -0.395
8 N -1.2607 1.6800 -0.1653  -0.790
9 H 1.8367 -3.5338 -2.0176  0.233
10 H 2.7682 -1.9621 -1.8491  0.213
11 H 0.5462 -3.0114 0.0020  0.235
12 H -1.7722 1.0548 -2.0041  0.163
13 H 1.2882 1.2682 1.4297  0.247
14 H 0.0188 0.7506 2.5557  0.244
15 H 1.7096 0.3564 2.8950  0.233
16 H 2.2728 -0.4341 0.0073  0.227
17 H -3.7412 2.3142 -2.1474  0.407
18 H -3.5372 2.9460 -0.5591  0.396
19 H 0.0787 -1.3849 1.7117  0.428
20 H -1.5516 2.2909 0.5963  0.328

---

Arrangement x

DFT (the ωB97M-V functional and the def2-TZVPD basis) results for a 2-piece molecular cluster, C5H12N3 overall.

As for the LUMO energy: -3.116 eV. For the HOMO energy, the calculation gives -11.641 eV. The total charge is +1.

Last column: natural (NBO) charge in e.
Element x y z (Å)
1 C 0.0603 -2.8636 -0.7457  -0.432
2 C -1.8966 -2.1823 0.6340  -0.432
3 N -1.0653 -1.9020 -0.5711  -0.505
4 H 0.6484 -2.6207 -1.6467  0.249
5 H -0.3312 -3.8898 -0.8472  0.237
6 H 0.7285 -2.8271 0.1311  0.242
7 H -2.3342 -3.1925 0.5651  0.237
8 H -1.2745 -2.1297 1.5433  0.242
9 H -2.7159 -1.4495 0.7253  0.249
10 H -0.6787 -0.9370 -0.4993  0.467
11 H -1.6729 -1.9340 -1.4171  0.439
12 N 0.5215 1.6456 -0.0729  -0.529
13 C 0.4427 2.7835 -0.7445  0.164
14 C 1.3601 1.9088 0.9837  -0.108
15 C 1.7919 3.2171 0.9502  -0.094
16 N 1.1951 3.7592 -0.1608  -0.509
17 H -0.1382 2.9551 -1.6507  0.206
18 H 1.6113 1.1420 1.7165  0.209
19 H 2.4511 3.7948 1.5981  0.237
20 H 1.2965 4.7220 -0.4914  0.435

---

Arrangement y

DFT (the ωB97M-V functional and the def2-TZVPD basis) results for an isolated ion of composition C5H12N3 and charge +1.

As for the LUMO energy: -3.606 eV. For the HOMO energy, the calculation gives -12.538 eV. The total charge is +1. The structure (SMILES) is CN1C=[N+](C)CN1C.

Last column: natural (NBO) charge in e.
Element x y z (Å)
1 C 0.5880 1.1444 -0.1451  0.359
2 C 0.6279 -1.0684 0.3588  -0.042
3 C -1.9154 1.5510 0.1649  -0.425
4 C -1.7015 -1.4746 -0.3101  -0.428
5 C 2.8285 0.1436 -0.0596  -0.424
6 N -0.7569 0.7262 -0.0023  -0.187
7 N -0.7653 -0.6225 0.3957  -0.255
8 N 1.3949 0.1298 0.0377  -0.327
9 H 0.8805 2.1514 -0.3631  0.251
10 H 0.9253 -1.4596 1.3411  0.214
11 H 0.7866 -1.8531 -0.4014  0.198
12 H -2.5597 1.5160 -0.7193  0.225
13 H -2.4741 1.1944 1.0307  0.240
14 H -1.6164 2.5833 0.3313  0.236
15 H -2.6436 -0.9472 -0.4285  0.227
16 H -1.3371 -1.7944 -1.2937  0.192
17 H -1.8755 -2.3545 0.3060  0.235
18 H 3.1509 0.6679 -0.9593  0.236
19 H 3.1976 -0.8787 -0.0913  0.241
20 H 3.2653 0.6451 0.8074  0.234

---

Tell me which of them is the least stable. Sure, it is arrangement y.

---

Arrangement w

DFT (the ωB97M-V functional and the def2-TZVPD basis) results for one molecule with the formula C6H9NS.

As for the LUMO energy: 0.818 eV. For the HOMO energy, the calculation gives -8.612 eV. The total charge is 0. The structure (SMILES) is N[C@H]1C[C@@H]2C=C[C@H]1S2.

Last column: natural (NBO) charge in e.
Element x y z (Å)
1 C 0.9883 -0.2903 -0.0477  -0.053
2 C 0.1436 0.0065 1.3461  -0.418
3 C -1.1783 0.4672 0.8450  -0.374
4 C 0.0551 0.3705 -1.1205  -0.415
5 C -1.2138 -0.5853 -1.1408  -0.161
6 C -1.9175 -0.5463 0.0326  -0.237
7 H 2.9543 -0.4100 -0.8636  0.363
8 H 2.2454 1.3095 -0.2533  0.372
9 H 1.0042 -1.3851 -0.2823  0.199
10 H 0.0419 -1.0038 1.9566  0.215
11 H 0.7134 0.8056 1.8628  0.237
12 H -1.6986 0.8772 1.7935  0.240
13 H 0.2945 0.6446 -2.1715  0.246
14 H -1.3069 -1.2550 -1.9437  0.206
15 H -2.8600 -1.0745 0.2800  0.241
16 N 2.3394 0.2307 -0.0247  -0.846
17 S -0.6050 1.8386 -0.2685  0.184

---

Arrangement x

DFT (the ωB97M-V functional and the def2-TZVPD basis) results for one molecule with the formula C6H9NS.

As for the LUMO energy: 0.027 eV. For the HOMO energy, the calculation gives -8.343 eV. The total charge is 0. The structure (SMILES) is C=C(C)/C=C\NC=S.

Last column: natural (NBO) charge in e.
Element x y z (Å)
1 C -2.3517 -0.7671 -0.7056  -0.646
2 C -1.0813 -0.4597 0.0749  -0.042
3 C -0.4494 -1.1699 0.9413  -0.383
4 C -0.5119 0.9604 0.0376  -0.282
5 C 0.6948 1.5458 0.0955  -0.030
6 C 2.2347 -0.4090 -0.2074  -0.114
7 H -2.5007 -1.8060 -0.9338  0.234
8 H -3.1583 -0.1726 -0.1588  0.233
9 H -2.4137 -0.1878 -1.7428  0.227
10 H -0.7420 -2.1343 1.2618  0.198
11 H 0.5454 -0.8559 1.4145  0.205
12 H -1.4096 1.8374 0.3458  0.220
13 H 0.9228 2.6715 0.1063  0.205
14 H 2.8315 1.7383 0.1707  0.431
15 H 1.4490 -1.0753 -0.4813  0.239
16 N 2.1150 1.0418 -0.0196  -0.629
17 S 3.8254 -0.7575 -0.1992  -0.068

---

Tell me which of them is the least stable. Sure, it is arrangement x.

---

Arrangement w

DFT (the ωB97M-V functional and the def2-TZVPD basis) results for C6H9NS as an isolated structure.

As for the LUMO energy: 0.818 eV. For the HOMO energy, the calculation gives -8.865 eV. The total charge is 0.

Last column: natural (NBO) charge in e.
Element x y z (Å)
1 C 1.4521 1.8095 0.2046  -0.623
2 C 0.9181 0.3989 0.0868  0.069
3 C 0.1277 -1.2643 -0.7160  -0.120
4 C 0.1172 -1.6190 0.8187  -0.188
5 C 0.7165 -0.5006 1.2688  -0.193
6 C -0.4210 0.1705 -0.7407  -0.332
7 H 0.7390 2.4017 0.7981  0.229
8 H 1.6296 2.1967 -0.7901  0.217
9 H 2.3845 1.8219 0.7724  0.225
10 H 1.4995 -0.1438 -1.7617  0.327
11 H -0.1511 -2.0695 -1.4257  0.212
12 H -0.3085 -2.5529 1.2259  0.234
13 H 0.9082 -0.3166 2.3435  0.224
14 H -0.3412 0.7300 -1.6598  0.211
15 H -2.7783 -0.2108 -0.7278  0.131
16 N 1.5225 -0.6375 -0.8645  -0.566
17 S -1.9814 0.5397 0.1090  -0.057

---

Arrangement x

DFT (the ωB97M-V functional and the def2-TZVPD basis) results for a 2-piece molecular cluster, C6H9NS overall.

As for the LUMO energy (alpha / beta): -1.652 / -1.652 eV. For the HOMO energy (alpha / beta), the calculation gives -9.299 / -9.300 eV. The total charge is 0.

Last column: natural (NBO) charge in e.
Element x y z (Å)
1 C -1.7029 2.2193 0.1063  -0.046
2 C 0.5299 0.7821 0.1136  0.146
3 C 0.0807 -0.4232 -0.6073  -0.111
4 C 1.1198 1.0508 1.3870  -0.768
5 C 0.8628 -1.7413 -0.1303  -0.640
6 C -1.3472 -0.7128 -1.0505  -0.629
7 N -2.6241 2.9006 0.0849  -0.558
8 S 1.1247 0.8754 -1.4961  0.330
9 H 0.7464 0.3062 2.2325  0.256
10 H 0.8035 2.0883 1.6915  0.313
11 H 2.3130 1.1229 1.4394  0.273
12 H 1.3359 -2.2753 -1.0085  0.239
13 H 0.0977 -2.5091 0.1952  0.241
14 H 1.6827 -1.4067 0.6109  0.225
15 H -1.9024 -0.7112 -0.1778  0.242
16 H -1.3274 -1.7150 -1.7037  0.221
17 H -1.7931 0.1488 -1.6872  0.267

---

Arrangement y

DFT (the ωB97M-V functional and the def2-TZVPD basis) results for one molecule with the formula C6H9NS.

As for the LUMO energy: -0.498 eV. For the HOMO energy, the calculation gives -9.027 eV. The total charge is 0. The structure (SMILES) is CC[C@H](C#N)C(C)=S.

Last column: natural (NBO) charge in e.
Element x y z (Å)
1 C -0.1995 -1.4758 -0.7843  0.284
2 C 1.6155 -0.1606 0.0622  -0.033
3 C 1.6790 -0.8218 1.3744  -0.708
4 C -2.0478 0.8891 -0.8227  -0.631
5 C -0.7789 0.8856 0.0365  -0.357
6 C 0.2873 -0.0729 -0.6091  -0.413
7 N -0.7117 -2.5124 -0.7819  -0.318
8 S 2.8838 0.6790 -0.4541  0.073
9 H 0.7231 -0.8949 1.8004  0.218
10 H 2.2927 -0.0693 1.8911  0.255
11 H 2.1495 -1.8370 1.3658  0.259
12 H -2.3555 -0.2502 -0.9359  0.238
13 H -1.9135 1.5678 -1.6183  0.221
14 H -2.7725 1.3759 -0.1222  0.222
15 H -0.3092 1.8624 0.1244  0.221
16 H -0.9323 0.5329 1.1374  0.203
17 H 0.3899 0.3024 -1.6638  0.265

---

Tell me which of them is the least stable. Sure, it is arrangement x.